# 1
C5H18NO4S | the ωB97M-V functional and the def2-TZVPD basis

Output
LUMO   3.32 eV
Total charge   -1
Frontier orbital gap   6.68 eV
Energy relative to the best compared isomer or geometry (same formula, charge and spin)   183.35 kJ/mol

Last column: Löwdin charge in e.
Geometry (Å):
C1 1.15614 -1.15410 0.29759  -0.305
C2 2.07891 0.06711 0.37956  -0.713
S1 1.86671 0.90933 2.02256  0.217
C3 1.21030 -1.61184 -1.17878  -0.289
N1 0.79950 -0.65098 -2.19854  -0.076
C4 -0.70814 -0.30427 -2.22740  -0.198
C5 -1.01976 1.05306 -1.78553  -0.204
O1 -1.76203 0.95454 -0.51965  -0.117
H1 1.43422 -1.91377 1.01905  0.086
H2 0.04951 -0.99232 0.51375  0.094
H3 3.18971 0.02585 0.12229  0.070
H4 1.67472 0.79806 -0.43539  0.022
H5 0.78440 2.43042 0.96244  -0.063
H6 0.49897 -2.43558 -1.17513  0.098
H7 2.16323 -2.01378 -1.39332  0.086
H8 1.36156 0.27035 -1.94532  0.114
H9 -0.99958 -0.60742 -3.29473  0.123
H10 -1.28521 -1.03271 -1.71235  0.093
H11 -0.20102 1.73589 -1.57776  0.092
H12 -1.77772 1.41811 -2.51901  0.120
H13 -2.44849 0.02956 1.41217  0.008
H14 -2.89968 -0.38935 0.07022  0.042
O2 -3.18927 -0.38150 1.01582  -0.073
H15 -2.61945 -2.43995 1.42073  -0.076
H16 -1.12672 -2.75623 1.64093  0.017
O3 -2.00745 -3.07540 1.50426  -0.009
H17 1.70098 2.99940 -0.14635  0.018
H18 -1.65473 1.68505 0.05613  0.066
O4 0.75708 3.11439 0.13681  -0.242

---

# 2
C7H3MnNO5Se3Te | the ωB97M-V functional and the def2-TZVPD basis

Output
LUMO (spin up / spin down)   -2.59 / -1.68 eV
⟨S²⟩   4.015
2S+1   4
Frontier orbital gap (spin up / spin down)   5.49 / 6.70 eV

Last column: Löwdin charge in e.
Geometry (Å):
Mn1 0.28784 -0.36797 -0.03034  -0.039
O1 -3.26480 4.41928 0.14716  0.106
C1 -2.47200 3.33499 0.16298  -0.255
C2 -2.20065 2.61355 1.32981  0.102
C3 -1.37518 1.52656 1.22479  -0.139
N1 -0.86579 1.18146 0.05641  0.038
C4 -1.11554 1.84186 -1.06480  -0.133
C5 -1.92212 2.94338 -1.06019  0.112
C6 -0.42600 1.21050 -2.23696  -0.530
O2 -0.47595 1.68712 -3.33943  0.133
O3 0.26331 0.14629 -1.87162  -0.244
C7 -0.92465 0.60255 2.31852  -0.539
O4 -1.31045 0.73420 3.45171  0.124
O5 -0.12285 -0.33320 1.86108  -0.262
H1 -3.59944 4.60670 1.03457  0.127
H2 -2.61256 2.87426 2.29768  0.142
H3 -2.12750 3.47657 -1.97838  0.148
Se1 2.44462 0.56268 0.40687  0.294
Se2 2.58742 -1.44327 -0.71004  0.095
Te1 0.91664 -2.98461 0.53482  0.575
Se3 -1.20188 -2.24989 -0.49689  0.144

---

# 3
C13H17NO2 | the ωB97M-V functional and the def2-TZVPD basis

Output
LUMO   -0.13 eV
Frontier orbital gap   8.70 eV
Energy relative to the best compared isomer or geometry (same formula, charge and spin)   1228.07 kJ/mol

Last column: Löwdin charge in e.
Geometry (Å):
C1 1.35063 0.84671 4.08659  0.034
C2 0.32667 0.07313 3.15076  -0.460
O1 -0.79207 -0.40236 3.63215  -0.055
N1 0.68400 -0.07357 1.92871  -0.005
C3 2.07303 0.35070 1.22232  0.024
H1 2.74766 -0.18752 1.57175  0.039
C4 1.52630 0.52334 -0.13239  -0.273
C5 1.09786 1.56214 -0.68505  -0.305
O2 0.19248 2.25719 0.19263  -0.008
H2 -0.64743 1.84356 0.14126  0.049
H3 0.46590 1.45409 -1.59411  0.159
H4 1.91991 2.21042 -0.65801  0.134
H5 2.57254 0.02893 -0.86335  0.241
C6 0.34554 -0.84847 -0.22295  -0.203
C7 -0.29709 -0.88977 -1.49096  -0.259
C8 0.12617 -1.24131 -2.57622  -0.096
C9 -0.43933 -1.22320 -3.92527  0.049
C10 -1.76492 -0.65428 -3.90363  -0.149
C11 -2.39456 -0.31665 -2.86023  -0.138
C12 -1.73825 -0.13285 -1.54231  0.119
H6 -2.04177 0.18093 -0.68756  0.007
H7 -3.42901 0.36863 -2.69840  0.171
H8 -2.41931 -0.75976 -4.81757  0.131
H9 -0.20005 -1.68443 -4.63335  -0.026
H10 1.14749 -2.13332 -2.53055  0.206
C13 -0.32570 -0.74314 1.03358  -0.109
H11 -1.07049 -0.00804 0.99258  0.088
H12 -0.68425 -1.81060 1.52497  0.204
H13 0.97398 -1.64738 -0.15783  0.106
H14 2.09470 1.46880 1.55444  0.167
H15 1.46795 1.71541 3.83328  -0.042
H16 1.20636 0.69081 5.18969  0.103
H17 2.32421 0.27367 4.01654  0.097

---

# 4
C9H19N3O4 | the ωB97M-V functional and the def2-TZVPD basis

Output
SMILES string   NCCCC[C@H](N)C(=O)N[C@@H](CO)C(=O)O
LUMO   0.43 eV
Frontier orbital gap   10.00 eV
Energy relative to the best compared isomer or geometry (same formula, charge and spin)   24.23 kJ/mol

Last column: Löwdin charge in e.
Geometry (Å):
C1 -2.12917 0.78366 -0.18078  -0.356
C2 -1.52487 0.39192 1.11396  -0.440
C3 -1.34568 0.41895 -1.43289  -0.167
C4 -0.93198 -1.03612 -1.39609  -0.226
C5 -0.16934 -1.53265 -2.57710  -0.191
C6 1.24396 -0.86332 -2.74172  -0.246
C7 0.67658 0.10946 2.26486  -0.207
C8 0.59547 1.18531 3.28780  -0.473
C9 2.09997 -0.10991 1.85011  -0.256
H1 -1.71306 2.82314 0.06050  0.107
H2 -3.25468 2.36138 0.52090  0.087
H3 -3.12772 0.21639 -0.18715  0.179
H4 -1.95923 0.56181 -2.26969  0.106
H5 -0.50796 1.11225 -1.58167  0.118
H6 -0.41152 -1.21174 -0.46434  0.095
H7 -1.90771 -1.60551 -1.32284  0.145
H8 -0.73673 -1.40092 -3.48438  0.111
H9 0.05704 -2.58118 -2.39977  0.109
H10 1.18841 0.23965 -3.07642  0.129
H11 1.71131 -1.42469 -3.58520  0.107
H12 2.11091 -1.98929 -1.30591  0.112
H13 3.05198 -0.70821 -1.72330  0.115
H14 0.35190 0.75805 0.32324  0.113
H15 0.20077 -0.85885 2.68175  0.199
H16 2.35456 0.82406 1.27746  0.144
H17 2.84918 -0.18901 2.68252  0.151
H18 2.06765 -1.04344 0.13127  0.007
H19 -1.33601 0.90617 3.37747  0.099
N1 -2.50954 2.17716 -0.14671  0.060
N2 2.06463 -0.96233 -1.50596  -0.023
N3 -0.16633 0.60024 1.15297  0.138
O1 -2.14619 -0.01426 2.09350  0.060
O2 1.58209 1.76677 3.70186  0.103
O3 2.30548 -1.23796 1.08904  -0.091
O4 -0.63417 1.53303 3.77271  0.085

---

# 5
C10H13NNiP | the ωB97M-V functional and the def2-TZVPD basis

Output
LUMO (spin up / spin down)   3.70 / 3.64 eV
⟨S²⟩   2.025
2S+1   3
Total charge   -1
Frontier orbital gap (spin up / spin down)   4.28 / 7.08 eV
Energy relative to the best compared isomer or geometry (same formula, charge and spin)   0.00 kJ/mol

Last column: Löwdin charge in e.
Geometry (Å):
C1 -0.42821 -0.20045 -1.91328  -0.292
C2 0.87332 -0.78088 -2.12887  -0.178
C3 1.84849 0.17340 -1.81266  -0.185
C4 1.21819 1.39309 -1.45631  -0.197
C5 -0.21868 1.20412 -1.55613  -0.256
Ni1 -0.29296 0.21309 0.26732  0.096
P1 -1.56376 -1.44177 0.67534  0.726
H1 -1.37089 -0.63201 -2.22941  0.062
H2 1.06691 -1.76537 -2.54092  0.068
H3 2.92495 0.03040 -1.90909  0.078
H4 -0.96748 1.98004 -1.59853  0.071
H5 1.70734 2.33717 -1.23852  0.078
H6 -1.31147 -2.43313 1.67535  -0.113
H7 -1.93493 -2.33858 -0.36622  -0.110
H8 -2.87494 -1.06033 1.09877  -0.122
C6 2.27399 0.92642 4.10254  -0.202
C7 1.02067 0.31182 4.12061  -0.158
C8 0.32898 0.10488 2.93164  -0.230
N1 0.82638 0.52322 1.73080  -0.134
C9 2.09633 1.04172 1.69183  -0.168
C10 2.81783 1.29052 2.86350  -0.148
H9 2.80380 1.12779 5.02811  0.060
H10 0.54813 0.00794 5.05340  0.075
H11 -0.64135 -0.40378 2.90426  0.034
H12 2.53698 1.26172 0.71386  0.069
H13 3.78985 1.78363 2.79960  0.077

---

# 6
C5H7N | the ωB97M-V functional and the def2-TZVPD basis

Output
LUMO   1.20 eV
Frontier orbital gap   10.28 eV
Energy relative to the best compared isomer or geometry (same formula, charge and spin)   389.16 kJ/mol

Last column: Löwdin charge in e.
Geometry (Å):
C1 -1.56960 0.05512 0.09608  -0.077
C2 -0.34556 -0.78121 0.44630  -0.250
C3 0.43780 -0.31432 -0.77256  -0.165
C4 1.60307 0.08514 0.12954  -0.127
N1 0.41730 0.41581 1.02290  0.023
C5 -0.35328 0.90752 -0.22058  -0.211
H1 -2.17258 -0.26839 -0.76309  0.110
H2 -2.18153 0.38253 0.93375  0.101
H3 -0.32058 -1.77462 0.90115  0.136
H4 0.32621 -0.91412 -1.66434  0.119
H5 2.21268 0.97890 -0.07617  0.106
H6 2.24288 -0.74096 0.45388  0.101
H7 -0.29683 1.96859 -0.48687  0.134

---

# 7
C6H13NO | the ωB97M-V functional and the def2-TZVPD basis

Output
LUMO   0.93 eV
Frontier orbital gap   9.99 eV
Energy relative to the best compared isomer or geometry (same formula, charge and spin)   395.50 kJ/mol

Last column: Löwdin charge in e.
Geometry (Å):
C1 -0.94876 0.33903 0.04127  -0.541
C2 0.14571 0.67955 -0.99471  -0.090
C3 1.04550 -0.54074 -0.71082  -0.258
C4 -1.00243 1.28625 1.23190  -0.033
C5 2.35551 -0.29470 0.00950  -0.082
N1 -2.26699 0.21926 -0.55018  0.080
C6 -0.28073 -1.03353 0.40709  -0.316
O1 -0.86270 -2.17114 -0.05464  -0.103
H1 -2.95644 0.02838 0.17003  0.079
H2 -2.28056 -0.58583 -1.17127  0.078
H3 0.16865 -1.09300 1.41138  0.144
H4 -0.25321 0.68718 -2.00796  0.114
H5 0.63827 1.63640 -0.81790  0.116
H6 1.21815 -1.13276 -1.62080  0.138
H7 0.25352 -1.92283 -0.51210  0.192
H8 -1.39576 2.25357 0.91855  0.086
H9 -0.01233 1.43412 1.66373  0.077
H10 -1.65289 0.88557 2.01329  0.085
H11 3.04117 0.27538 -0.62197  0.079
H12 2.20064 0.28303 0.92179  0.074
H13 2.84570 -1.23319 0.27381  0.080

---

# 8
C3H3F | the ωB97M-V functional and the def2-TZVPD basis

Output
SMILES string   CC#CF
LUMO   0.77 eV
Frontier orbital gap   10.90 eV
Energy relative to the best compared isomer or geometry (same formula, charge and spin)   97.76 kJ/mol

Last column: Löwdin charge in e.
Geometry (Å):
C1 -0.25471 0.33773 0.51725  0.002
C2 -1.37846 0.60655 0.83832  -0.199
C3 0.87050 -0.40639 -0.57412  -0.027
F1 -2.42220 1.03771 1.46374  0.100
H1 1.83849 -0.24669 -0.12156  0.037
H2 0.75335 0.11750 -1.50772  0.043
H3 0.59302 -1.44639 -0.61591  0.044

---

no.,molar mass (g/mol)
1,188.3
2,600.5
3,219.3
4,233.3
5,236.9
6,81.1
7,115.2
8,58.1